Formula: C4H12NO3
Source: OMol25
Level of theory: ωB97M-V/def2-TZVPD

Structure (ORCA input):
```
! RIJCOSX wB97M-V def2-TZVPD def2/J DEFGRID3
* xyz -1 1
C -0.58 0.50 1.81
C 0.12 0.87 0.43
C 1.38 1.74 0.81
O 2.66 1.03 1.13
N 0.69 -0.24 -0.33
C -0.14 -1.48 -0.48
O -1.35 -1.20 -0.96
H 0.23 0.41 2.49
H -1.06 -0.51 1.74
H -1.33 1.26 2.04
H -0.64 1.39 -0.23
H 1.66 2.67 0.13
H 0.99 2.28 1.70
H 2.45 0.05 0.82
H 0.76 0.18 -1.18
H 0.55 -2.03 -1.07
H -0.43 -1.85 0.52
H -1.52 -1.37 -2.54
H -2.66 -1.96 -3.35
O -1.78 -1.76 -3.47
*
```

E_tot (eV): -11974.1415
Energy relative to the best compared isomer or geometry (same formula, charge and spin) (kcal/mol): 41.8